# 1
DFT (wB97M-V/def2-TZVPD) results for the molecule C7H8O2S at a distorted geometry.

```
18
Properties=species:S:1:pos:R:3:forces:R:3:lowdin_charge:R:1
C -1.77113 -1.72448 2.73139 2.53 1.16 -2.91 0.241
C -1.01507 -1.37243 1.78606 -3.57 -1.51 4.43 -0.092
C -0.45528 -0.91412 0.73205 1.96 0.14 -3.54 0.055
C 0.19780 -0.84972 -0.40956 0.69 0.70 0.95 -0.272
C -1.00782 2.06414 0.40970 0.36 0.31 0.03 -0.161
C 0.05480 0.23876 -1.42334 0.82 0.71 0.13 -0.203
C 1.46722 -1.61441 -0.68833 -0.71 -0.19 0.43 -0.006
O 1.57307 1.55356 0.10524 0.17 0.00 0.30 -0.347
O 0.37197 2.93764 -1.56990 -0.05 -1.11 -0.33 -0.338
S 0.35469 1.83569 -0.62318 -0.43 1.41 0.58 0.539
H -2.28462 -1.99199 3.60008 -0.49 -0.25 0.72 0.031
H -1.70558 2.90040 0.09250 1.09 -1.25 0.63 0.043
H -0.68823 1.86086 1.44636 -0.68 0.39 -0.48 0.019
H 0.72390 0.17472 -2.30353 -0.51 -0.28 0.56 0.129
H -0.95713 0.24352 -1.61217 -2.27 0.38 -1.44 0.077
H 2.24256 -0.89808 -0.37040 0.13 -0.51 -0.59 0.113
H 1.40665 -1.89808 -1.73322 0.63 0.41 -0.30 0.091
H 1.49220 -2.54599 -0.16977 0.34 -0.49 0.82 0.078
```
Forces are in eV/Å.

As for the net charge: 0.



# 2
DFT (wB97M-V/def2-TZVPD) results for an isolated ion of composition C11H14N3O and charge +1 at a distorted geometry.

```
29
Properties=species:S:1:pos:R:3:forces:R:3:lowdin_charge:R:1
H 2.37168 -0.64492 -2.68532 -0.53 -0.16 0.08 0.108
N 2.47060 -1.19200 -1.82853 1.54 -0.69 -2.30 0.259
C 2.00138 -0.76373 -0.79289 0.89 -0.43 2.71 -0.340
C 2.38417 -1.43229 0.57082 0.28 -1.30 -1.43 -0.429
O 3.21134 -2.29931 0.78735 -1.36 1.55 -0.11 0.149
N 1.52433 -0.88638 1.47022 -1.50 1.08 1.06 0.220
N 0.42317 0.16257 0.71262 2.21 -3.91 0.19 -0.108
C 0.20430 1.20408 1.71090 -0.71 1.33 -0.52 0.014
C -0.70788 -0.61404 0.19501 -2.45 0.20 1.70 -0.198
C -0.51032 -1.86874 -0.34015 -4.09 0.93 -0.18 0.008
C -1.61096 -2.61818 -0.83503 0.51 2.78 1.04 0.014
C -2.86957 -1.98932 -0.74692 -1.42 -1.64 -0.54 -0.040
C -3.09744 -0.78168 -0.07142 1.37 -0.30 0.03 -0.046
C -2.00092 -0.09712 0.41966 0.69 1.03 -0.40 -0.014
C 1.24157 0.47184 -0.47468 0.37 -0.33 -1.99 -0.251
C 2.31521 1.47052 -0.14136 -2.21 1.69 -2.45 0.010
H 1.26900 -1.44647 2.32722 -0.36 1.14 -1.18 0.204
H 1.22796 1.58492 1.88647 -1.01 -0.42 1.08 0.103
H -0.35345 2.10054 1.23922 0.55 -1.66 0.75 0.153
H -0.38381 0.67576 2.50117 0.79 1.11 -0.22 0.139
H 0.44203 -2.13615 -0.43489 3.24 -2.06 -0.40 0.055
H -1.38677 -3.57371 -1.24968 -0.40 -0.48 -0.39 0.114
H -3.75411 -2.52043 -1.20688 1.08 0.62 0.69 0.137
H -4.03460 -0.30885 0.15705 -0.57 -0.40 -0.54 0.117
H -2.16503 0.93612 0.80589 0.24 -1.14 -0.04 0.126
H 0.57305 0.56491 -1.39964 0.71 1.04 1.59 0.211
H 2.87441 1.23110 0.68243 1.98 -1.33 1.55 0.075
H 1.72613 2.26927 0.25701 0.25 1.62 -0.59 0.072
H 2.86686 1.71447 -1.06526 -0.09 0.15 0.80 0.135
```
Forces are in eV/Å.

As for the net charge: +1. Its SMILES is [H]/N=C1/C(=O)N[N@+](C)(c2ccccc2)[C@H]1C.



For the records above, the corresponding energy relative to the best compared isomer or geometry (same formula, charge and spin) values read 8.7095 4.4447 eV.